{
  "formula": "C16H20N6O7",
  "method": "ωB97M-V/def2-TZVPD",
  "e_tot_ha": -1476.36578,
  "e_above_lowest_ev": 13.646,
  "species": ["C", "N", "C", "C", "C", "N", "C", "C", "O", "C", "C", "C", "C", "H", "H", "H", "H", "H", "H", "H", "H", "H", "H", "H", "H", "H", "H", "H", "H", "H", "H", "O", "N", "O", "C", "C", "C", "N", "O", "O", "C", "C", "N", "O", "O", "N", "C", "H", "H"],
  "coordinates": [[-4.048451, -1.119808, -1.256520], [-2.678828, -1.320936, -0.844951], [-2.412623, -2.493674, -0.072631], [-1.065734, -2.461440, 0.655995], [-0.031352, -1.548412, 0.191004], [1.248621, -1.892363, 0.273464], [1.609129, -3.219917, 0.809335], [3.098510, -3.595322, 0.655692], [3.782331, -2.799750, -0.318591], [3.697126, -1.422198, 0.046183], [2.275484, -0.882988, 0.001306], [-0.450119, -0.201791, -0.449899], [-1.995178, -0.103008, -0.521135], [-4.461118, -0.244493, -0.721996], [-4.076251, -0.908382, -2.338583], [-4.664332, -2.011829, -1.054165], [-3.208396, -2.687130, 0.671878], [-2.483280, -3.367594, -0.739074], [-1.287551, -2.126451, 1.674414], [-0.745488, -3.494649, 0.664763], [1.378890, -3.291213, 1.893534], [1.053752, -4.023133, 0.283566], [3.599573, -3.501815, 1.645715], [3.213012, -4.623100, 0.271065], [4.101684, -1.230366, 1.059406], [4.285838, -0.903400, -0.720655], [2.137676, -0.456870, -0.999176], [2.221125, -0.103688, 0.774338], [-0.072201, -0.285274, -1.496937], [-2.212034, 0.563383, -1.376474], [-2.342023, 0.388334, 0.422240], [0.047703, 6.606572, -0.915951], [-0.323101, 5.892342, 0.039812], [-0.881175, 6.383513, 1.054391], [-0.173661, 4.438068, 0.044224], [-0.708823, 3.605392, 1.017567], [-0.689513, 2.191819, 0.987659], [-0.852177, 1.547474, 2.254285], [-1.437073, 2.202513, 3.155512], [-0.417130, 0.361577, 2.448108], [-0.131514, 1.277499, -0.095297], [0.427881, 2.252187, -1.029702], [1.255284, 1.935238, -2.125187], [1.499358, 0.879938, -2.693634], [1.725625, 3.181185, -2.680994], [1.265412, 4.254811, -1.954130], [0.498866, 3.700300, -0.975009], [-1.198678, 4.106831, 1.859182], [0.624922, 0.552011, 0.526062]],
  "forces_ev_per_a": [[-0.18, 0.20, -0.19], [0.40, -0.29, -0.37], [-0.82, -0.12, -0.15], [-1.15, -0.59, -0.05], [2.05, 1.53, -0.19], [-1.92, 0.16, 0.26], [0.34, -1.15, 0.18], [0.91, 0.38, -0.37], [-0.68, 0.27, 0.86], [0.47, -0.53, -0.12], [0.80, 0.29, -0.24], [-4.21, -0.23, -2.81], [-0.12, -0.47, -0.26], [-0.21, -0.38, -0.14], [-0.20, -0.04, 0.32], [0.24, 0.39, -0.06], [0.24, 0.16, 0.15], [0.35, 0.11, 0.10], [0.33, 0.02, 0.22], [0.28, 0.04, 0.42], [-0.21, 0.26, -0.67], [0.06, 0.82, 0.24], [-0.12, -0.07, -0.59], [-0.24, 0.39, 0.47], [0.19, -0.36, -0.44], [-0.07, 0.06, 0.49], [-0.48, -0.03, 0.27], [-0.12, -0.13, -0.38], [-0.14, -0.22, 0.55], [0.19, 0.12, 0.60], [-0.04, -0.30, -0.50], [-0.36, -2.01, 1.47], [-0.66, 1.24, 0.77], [0.89, -0.94, -1.52], [-0.35, -0.45, 0.04], [-0.56, 0.59, -0.07], [-0.46, -1.45, 1.22], [-1.01, 1.22, 0.73], [1.09, -1.55, -0.85], [-0.57, 1.22, -0.86], [4.09, -1.09, 3.83], [3.45, -0.02, -3.92], [-2.34, 2.51, 2.43], [0.45, -0.25, -0.19], [-0.10, -1.27, 0.04], [-1.47, -2.49, 1.68], [1.18, 1.10, -2.00], [0.33, -0.48, -0.16], [0.50, 3.82, -0.24]],
  "lowdin_charge": [-0.072, -0.237, -0.178, -0.073, -0.062, 0.036, -0.077, -0.162, -0.117, -0.158, -0.081, -0.160, -0.149, 0.094, 0.092, 0.090, 0.126, 0.127, 0.158, 0.107, 0.151, 0.134, 0.131, 0.136, 0.135, 0.142, 0.120, 0.143, 0.164, 0.152, 0.141, 0.047, -0.321, 0.015, -0.110, 0.081, -0.120, -0.341, 0.003, -0.028, -0.153, -0.015, -0.174, -0.008, 0.011, 0.140, -0.155, 0.136, 0.140]
}

{
  "formula": "C6H12O2P",
  "method": "ωB97M-V/def2-TZVPD",
  "total_charge": -1,
  "e_tot_ha": -727.67237,
  "e_above_lowest_ev": 0.000,
  "species": ["C", "C", "C", "C", "C", "C", "O", "O", "P", "H", "H", "H", "H", "H", "H", "H", "H", "H", "H", "H", "H"],
  "coordinates": [[-1.197454, -1.815287, 0.114519], [0.607162, -0.724974, 0.573568], [-0.182022, 0.560980, 0.152923], [1.853817, -0.992696, -0.186295], [0.126890, 0.866992, -1.310553], [-0.058914, 1.802418, 1.012705], [-2.351816, 0.103119, -1.470960], [-2.744337, 0.138882, 1.136140], [-1.886008, -0.142503, -0.055752], [-1.023894, -2.508068, -0.680436], [-1.166829, -2.254971, 1.112614], [0.863503, -0.789773, 1.615979], [1.771125, -1.245438, -1.258065], [2.468995, -1.754149, 0.352897], [2.600108, -0.117492, -0.158675], [1.134135, 1.074434, -1.474860], [-0.480530, 1.742836, -1.526799], [-0.175625, -0.027918, -1.858109], [0.974648, 1.934065, 1.273266], [-0.560429, 1.438602, 1.963253], [-0.572533, 2.710949, 0.672635]],
  "forces_ev_per_a": [[3.70, 1.16, 1.81], [-3.10, 0.30, -1.50], [-0.07, 0.00, -1.25], [2.51, -0.04, -0.13], [-1.03, -0.32, 0.66], [-1.03, -1.81, 2.03], [-0.36, -0.38, 0.81], [-0.07, 0.06, 0.14], [-0.59, 0.16, 0.00], [-0.01, -0.32, -0.54], [-0.78, -0.16, -0.24], [-0.68, -0.18, 0.68], [-0.17, -0.05, 0.58], [-0.60, 0.00, -0.65], [-1.20, -0.63, -0.01], [1.98, 0.53, -0.31], [-0.03, -0.22, -0.70], [0.13, 0.59, -0.59], [0.72, 0.68, -0.01], [0.39, 1.00, -0.64], [0.28, -0.37, -0.15]],
  "lowdin_charge": [-0.048, -0.187, -0.604, -0.166, -0.143, -0.090, -0.412, -0.404, 0.304, 0.012, 0.018, 0.090, 0.072, 0.066, 0.091, 0.038, 0.079, 0.069, 0.053, 0.084, 0.080]
}